The following is a quantum chemistry calculation of C18H30N4O3S in the gas phase, from OMol25.

Geometry as XYZ:
```
56
Properties=species:S:1:pos:R:3:forces:R:3
C 4.678327 2.529466 -1.628374 -0.14 -0.28 -0.01
H 5.677133 2.617232 -1.210034 0.10 0.02 0.03
H 4.090866 3.382359 -1.300754 -0.04 0.15 0.01
H 4.743709 2.555734 -2.713213 -0.01 0.09 -0.14
C 4.042246 1.217198 -1.176627 0.17 0.26 -0.05
N 4.098855 1.097535 0.273484 0.15 -0.05 -0.02
C 4.167437 -0.257672 0.776810 -0.21 -0.19 0.04
C 2.823880 -0.998535 0.699500 0.56 -0.36 -0.17
N 1.832822 -0.225511 1.407707 -0.76 -0.45 0.46
S 0.444866 -1.053169 1.781900 0.11 -0.37 0.16
O -0.483528 -0.114237 2.343585 0.12 0.16 -0.36
O 0.834488 -2.175170 2.591821 0.13 0.02 -0.27
C -0.203409 -1.690936 0.258985 0.21 0.13 0.55
C 0.004423 -2.944319 -0.268325 0.18 -0.22 0.28
N -0.624118 -2.979598 -1.477280 0.11 0.03 0.20
C -1.216464 -1.775017 -1.745954 -0.16 0.60 0.18
C -0.981988 -0.950969 -0.673979 0.11 -0.12 -0.46
C -1.340126 0.489112 -0.551284 -0.05 -0.09 -0.39
O -0.712954 1.333829 -1.178982 0.11 0.13 -0.17
N -2.366404 0.788466 0.256122 -0.16 0.16 0.13
C -3.156132 -0.168513 0.991746 -0.35 -0.37 0.04
H -2.861225 -1.177945 0.703999 -0.01 0.10 0.10
C -4.641224 0.059461 0.705150 0.12 0.06 0.26
C -5.027553 1.495390 1.047595 -0.08 -0.05 -0.33
C -4.144288 2.460631 0.262250 0.07 -0.04 0.30
C -2.674691 2.169752 0.555079 0.01 0.44 -0.33
H -2.019081 2.792721 -0.056072 -0.07 -0.07 0.16
H -2.458355 2.351233 1.614406 0.02 0.01 0.01
H -4.370577 3.493073 0.531606 0.01 0.05 -0.04
H -4.329137 2.338852 -0.807131 0.02 0.04 -0.06
H -6.079673 1.669213 0.813740 -0.02 0.02 0.09
H -4.886263 1.662268 2.117504 -0.04 0.03 0.09
H -5.233198 -0.645770 1.289933 -0.02 -0.06 -0.02
H -4.835079 -0.126504 -0.353889 -0.02 -0.06 -0.04
H -2.949655 -0.045031 2.060446 -0.03 -0.06 -0.04
C -1.981308 -1.525251 -2.995394 -0.02 -0.08 0.11
H -1.441670 -1.907890 -3.860543 0.00 0.04 -0.11
H -2.958803 -2.008941 -2.960891 -0.06 0.00 -0.07
H -2.126015 -0.455754 -3.118150 -0.02 0.06 -0.07
H -0.645364 -3.779105 -2.090193 0.02 0.06 0.09
C 0.738698 -4.114945 0.273063 0.06 -0.05 -0.02
H 0.983901 -3.921675 1.313401 0.03 -0.14 -0.05
H 0.126216 -5.013721 0.209165 -0.01 -0.08 0.03
H 1.659277 -4.289295 -0.285492 0.07 -0.05 -0.01
C 1.690097 1.122910 0.902149 -0.07 0.71 -0.21
C 3.054213 1.822059 0.974618 -0.21 -0.10 0.10
H 2.971654 2.826003 0.558960 -0.04 0.03 0.06
H 3.358299 1.899038 2.022289 -0.07 0.10 0.01
H 0.958303 1.626428 1.533009 0.06 0.15 -0.12
H 1.318892 1.125688 -0.131134 0.01 0.01 0.11
H 2.885121 -1.970464 1.189983 0.17 -0.05 -0.12
H 2.532556 -1.143018 -0.354422 0.01 -0.01 0.06
H 4.930503 -0.810153 0.224526 -0.03 -0.01 0.05
H 4.467723 -0.200887 1.827093 0.02 -0.11 0.00
H 4.615528 0.389042 -1.601291 -0.09 -0.02 0.01
H 3.018272 1.155312 -1.572216 0.04 -0.11 -0.03
```
Positions in Å, forces in eV/Å.

## Properties
- Kohn-Sham gap (eV) = 8.7087
- LUMO (eV) = 0.5
- charge = 0
- highest occupied orbital energy (eV) = -8.165
- SMILES string = CCN1CCN(S(=O)(=O)c2c(C)[nH]c(C)c2C(=O)N2CCCCC2)CC1
- E_tot (a.u.) = -1546.83977
- multiplicity = 1
- ΔE to the lowest compared entry with this formula, charge and spin (kJ/mol) = 43.4